344
Properties=species:S:1:pos:R:3:forces:R:3 method="wB97M-V/def2-TZVPD" multiplicity=1 e_tot_ev=-157726.7496 homo_lumo_gap_ev=5.0 molar_mass_g_mol=1828.9 charge=+8
C 2.24112 0.82458 2.14475 0.792 0.079 1.088
C 3.14471 -0.18693 2.89556 -0.747 -1.411 0.696
C 3.04089 -1.64069 2.34120 0.901 -0.273 -1.029
N 4.24818 -2.60138 2.54810 -0.480 1.180 0.427
C 4.57103 -2.82659 4.04376 0.512 0.071 -0.167
C 3.47909 -3.51485 4.77409 -1.313 -2.684 -0.380
C 3.20873 -4.93119 4.09481 -0.301 1.448 0.606
C 2.89814 -4.71827 2.65746 -0.179 -0.148 -2.329
C 3.90248 -3.94233 1.78876 -0.217 0.324 2.762
C 5.44744 -1.97695 1.93303 0.477 -0.428 -0.841
H 2.38970 0.87884 1.06628 -0.232 -0.274 -0.008
H 2.47950 1.80609 2.55452 0.266 0.117 -0.162
H 1.21153 0.68968 2.47616 -0.212 -0.390 -0.662
H 2.76222 -0.24522 3.91458 0.029 0.220 0.278
H 4.18571 0.10732 3.02914 -0.048 0.182 -0.522
H 3.02591 -1.54210 1.25577 0.000 -0.151 -0.256
H 2.18071 -2.26330 2.58727 -0.210 0.731 0.473
H 4.85780 -1.90122 4.54332 -0.276 0.469 -0.574
H 5.49047 -3.40857 4.10726 -0.009 -0.278 -0.382
H 2.52094 -2.99818 4.71835 0.019 0.417 0.012
H 3.66151 -3.72756 5.82745 0.501 0.492 -0.032
H 2.24682 -5.32502 4.42299 0.348 -0.316 0.888
H 4.01409 -5.64714 4.25889 -0.013 0.096 0.123
H 1.89593 -4.30896 2.53047 -0.173 0.274 0.166
H 2.82349 -5.67694 2.14415 -0.020 -0.245 0.000
H 3.49421 -3.70669 0.80597 0.624 0.115 -0.047
H 4.79653 -4.56195 1.85847 0.335 0.450 -0.758
H 6.17980 -2.78184 1.87048 0.261 0.324 -0.038
H 5.86589 -1.11527 2.45315 -0.281 -0.333 0.502
H 5.19802 -1.63446 0.92875 -0.128 -0.310 -0.126
C 4.19513 -6.61564 -5.68949 0.915 0.345 -1.565
C 2.70842 -6.48376 -5.78627 -0.508 -0.754 0.384
C 2.17008 -5.49314 -4.79832 -1.545 -0.468 -0.168
N 0.59970 -5.39174 -4.87235 1.110 0.298 0.069
C 0.23614 -4.34091 -3.72844 -1.088 -0.903 -2.635
C -1.26326 -3.95559 -3.82730 0.460 -0.074 1.090
C -1.72613 -3.53231 -5.21321 0.257 0.929 -0.167
C -1.31086 -4.54617 -6.28736 0.152 0.627 0.182
C 0.17277 -4.87030 -6.26901 0.127 -0.318 1.137
C -0.05604 -6.77503 -4.58761 -0.028 1.679 -0.446
H 4.66872 -5.80142 -6.23799 0.152 0.604 0.497
H 4.46541 -7.40708 -6.38854 0.261 -0.603 0.682
H 4.63251 -6.70978 -4.69554 -0.154 -0.261 -0.143
H 2.30070 -7.47322 -5.57932 -0.276 0.002 0.034
H 2.42667 -6.25221 -6.81345 0.036 0.162 0.026
H 2.63473 -4.51861 -4.94828 -0.441 0.289 0.007
H 2.35198 -5.80575 -3.77008 0.175 -0.053 -0.010
H 0.80727 -3.45752 -4.01399 0.361 -0.083 0.314
H 0.58238 -4.80999 -2.80747 -0.260 0.174 0.018
H -1.37120 -3.14850 -3.10270 -0.076 0.434 -0.072
H -1.92114 -4.69615 -3.37247 0.105 -0.515 -0.277
H -1.41440 -2.52513 -5.48982 1.571 0.176 -0.029
H -2.74279 -3.13996 -5.18924 -0.833 -1.530 0.000
H -1.42374 -4.15286 -7.29763 -0.754 -0.125 0.002
H -1.85437 -5.48082 -6.14903 -0.208 0.094 -0.384
H 0.86167 -4.06488 -6.52361 -0.236 0.522 0.356
H 0.36565 -5.59055 -7.06407 0.072 -0.539 0.530
H -0.08430 -7.37014 -5.50038 0.610 -0.046 0.155
H -1.10511 -6.55660 -4.38800 0.197 -0.214 0.645
H 0.49677 -7.20779 -3.75381 -0.381 -0.181 -0.153
C -0.49511 5.00748 -4.95911 0.087 -0.600 -0.646
C 0.85175 5.34916 -4.31274 -0.384 0.265 -1.446
C 1.92636 5.72978 -5.41465 -1.315 0.708 1.847
N 3.14379 6.29951 -4.76615 1.449 -0.915 -1.872
C 2.84827 7.69531 -4.10930 0.083 -1.081 -0.322
C 4.22992 6.37059 -5.90097 -0.817 1.028 -0.080
C 5.54807 6.51302 -5.17584 0.061 -0.420 0.359
C 5.25469 5.96700 -3.74012 0.983 1.402 -0.598
C 3.93020 5.29982 -3.91057 -0.648 1.406 2.260
H -1.16617 4.49896 -4.26687 0.031 0.082 0.124
H -0.35568 4.32646 -5.79867 -0.068 -0.106 -0.081
H -1.03714 5.85190 -5.38486 0.210 0.228 0.210
H 1.19564 4.49790 -3.72520 0.190 0.084 0.103
H 0.58877 6.16697 -3.64183 0.887 0.101 0.177
H 1.58630 6.55866 -6.03547 -0.391 -0.218 -0.120
H 2.21370 4.92029 -6.08566 -0.080 -0.225 0.329
H 2.39472 7.54004 -3.13038 0.823 -0.173 0.426
H 2.04989 8.22891 -4.62502 0.272 -0.346 -0.773
H 3.77278 8.26897 -4.17485 -0.253 -0.048 0.496
H 3.99810 7.15747 -6.61873 -0.072 0.312 0.340
H 4.16118 5.46381 -6.50191 -0.145 -0.252 0.444
H 5.86709 7.55479 -5.20801 0.439 -0.300 0.111
H 6.24643 5.82521 -5.65261 0.361 0.550 -0.145
H 5.15706 6.77779 -3.01819 -0.127 0.178 -0.121
H 6.07583 5.39351 -3.31009 -0.211 -0.474 -0.307
H 3.49499 5.33696 -2.91192 -0.665 -0.825 -0.108
H 4.05803 4.30358 -4.33398 -0.818 0.230 -0.445
C 5.14787 -2.66566 -7.39205 -1.137 0.673 -0.169
C 3.86057 -1.75507 -7.60659 0.132 -1.180 -0.629
C 3.60815 -0.71852 -6.57322 -0.580 1.175 1.010
N 2.33725 0.15728 -6.76991 -1.563 -0.260 0.899
C 2.25885 0.85451 -8.13422 1.227 -0.614 1.326
C 2.18890 1.16731 -5.58723 -0.892 -0.650 -2.043
C 0.67172 1.49647 -5.55944 -0.823 -0.769 -1.161
C -0.12444 0.37544 -6.44189 1.490 0.483 2.245
C 1.00554 -0.64970 -6.50316 0.331 -0.194 -2.280
H 5.09209 -3.31052 -6.51504 -0.072 0.551 0.478
H 6.02716 -2.02153 -7.38478 0.126 -0.269 0.108
H 5.24927 -3.41668 -8.17549 -0.073 0.497 -0.454
H 2.96795 -2.37803 -7.66356 0.011 -0.305 -0.080
H 3.90423 -1.22661 -8.55891 0.387 -0.324 -0.237
H 4.43509 -0.00991 -6.52678 0.042 0.198 -0.054
H 3.45756 -1.10506 -5.56525 0.140 -0.299 0.058
H 2.23836 0.06287 -8.88321 -0.493 0.371 -0.097
H 3.22563 1.35259 -8.20746 -0.091 0.227 -0.290
H 1.45383 1.58929 -8.14634 -0.004 -0.416 -0.162
H 2.80236 2.03172 -5.84130 0.231 -0.100 0.457
H 2.45238 0.58276 -4.70577 0.370 0.364 0.065
H 0.38995 2.43980 -6.02725 0.371 0.223 0.712
H 0.37497 1.38039 -4.51705 -0.372 0.525 -0.162
H -0.59075 0.68150 -7.37837 0.832 0.274 -0.206
H -0.99935 0.03849 -5.88593 0.287 -0.337 0.293
H 0.85662 -1.27575 -7.38293 0.244 -0.377 0.166
H 1.18248 -1.25914 -5.61695 -0.140 0.237 0.131
C -5.88777 -7.44291 1.30299 -0.857 -0.691 0.158
C -5.46365 -6.02774 0.94944 0.425 0.491 -0.595
C -6.26404 -4.87639 1.59264 -0.042 0.467 -0.123
N -6.08115 -3.42546 1.02872 0.786 0.126 0.684
C -4.55197 -3.09642 1.06994 -1.920 -0.840 -0.279
C -6.88863 -2.42155 1.89714 0.987 0.140 -0.799
C -8.29989 -2.34451 1.30060 0.242 0.060 1.482
C -8.23132 -2.99401 -0.05355 -0.111 -0.254 -0.718
C -6.74840 -3.13456 -0.37712 1.087 -0.256 0.856
H -5.41426 -8.22712 0.71230 0.172 0.520 -0.515
H -6.95655 -7.56983 1.13065 -0.078 -0.064 0.137
H -5.66756 -7.81581 2.30327 -0.131 0.649 0.431
H -5.48463 -5.94365 -0.13710 -0.044 0.054 -0.135
H -4.41556 -5.92969 1.23230 0.181 0.243 -0.113
H -5.89196 -4.81349 2.61524 -0.424 0.271 0.235
H -7.34815 -4.98954 1.59283 0.084 -0.435 0.024
H -4.10880 -3.73387 0.30486 0.215 0.487 -0.234
H -4.14195 -3.43346 2.02198 -0.263 0.067 0.218
H -4.42869 -2.02015 0.94939 0.055 -0.203 -0.425
H -6.40547 -1.46599 1.69330 0.201 0.056 -0.102
H -6.73785 -2.58575 2.96410 -0.329 -0.550 -0.087
H -8.57250 -1.29497 1.18993 -0.088 -0.093 0.279
H -9.01257 -2.83942 1.96034 -0.114 0.164 -0.120
H -8.74229 -2.31314 -0.73431 0.269 -0.409 -0.476
H -8.78759 -3.93105 -0.02884 0.264 -0.093 -0.320
H -6.27550 -2.20042 -0.68017 -0.202 0.254 -0.127
H -6.36237 -3.87353 -1.07926 -0.541 -0.230 0.071
C -3.57500 -2.92925 10.79744 0.478 -1.514 0.596
C -3.26649 -2.25369 9.47819 -2.104 0.865 -0.726
C -1.95445 -1.56485 9.45268 -0.112 1.646 0.543
N -1.46770 -1.04105 8.10106 2.322 -0.260 -0.824
C -2.43457 -0.09026 7.39506 -1.140 -0.708 1.125
C -0.95552 -2.17720 7.18013 -1.184 0.743 -0.482
C -0.03769 -1.48178 6.15637 -0.924 0.547 1.505
C 0.64117 -0.38440 6.99285 0.207 0.146 0.068
C -0.12124 -0.32756 8.34530 -0.126 -0.176 -0.777
H -2.70378 -2.92894 11.45249 0.091 -0.078 0.044
H -3.81197 -3.97548 10.60422 0.087 -0.071 0.180
H -4.39534 -2.56986 11.41871 -0.021 0.518 -0.531
H -4.04951 -1.50026 9.39261 0.043 0.483 -0.155
H -3.49491 -2.81857 8.57440 0.491 -0.818 0.143
H -1.16633 -2.06627 10.01441 0.349 -0.421 -0.794
H -2.08682 -0.65105 10.03195 0.093 0.211 0.122
H -2.22662 0.30553 6.40097 1.144 -0.265 0.271
H -2.66654 0.72208 8.08383 0.301 0.051 -0.007
H -3.38731 -0.59965 7.25045 0.061 -0.361 0.253
H -1.85511 -2.50975 6.66221 0.153 -0.791 0.298
H -0.47487 -2.91324 7.82458 -0.199 -0.026 -0.133
H -0.73747 -0.93776 5.52196 0.373 -0.504 -0.713
H 0.65009 -2.14225 5.62833 -0.297 0.079 -0.034
H 0.63708 0.52096 6.38588 0.180 0.255 0.431
H 1.66378 -0.67162 7.23752 0.070 0.324 -0.182
H -0.33651 0.62262 8.83407 0.298 0.019 -0.229
H 0.50830 -0.95536 8.97589 -0.677 0.029 0.546
C 0.72624 -9.91135 2.46640 -0.094 -0.285 -1.050
C -0.26779 -9.33620 3.45165 0.073 1.048 0.337
C -0.88066 -7.99057 2.97436 -0.837 -0.775 1.033
N -1.64464 -7.19698 4.08601 1.072 1.602 0.655
C -2.84318 -7.96482 4.64313 1.782 0.619 -0.699
C -2.09652 -5.83152 3.54598 -0.443 -1.148 0.534
C -2.16118 -4.90343 4.77210 -0.862 1.056 -2.748
C -0.99311 -5.23395 5.59874 -0.209 -1.457 1.990
C -0.75224 -6.72198 5.28080 1.062 -0.979 -0.253
H 1.38759 -10.65261 2.91500 -0.236 0.011 0.136
H 1.36894 -9.16211 2.00415 0.031 0.231 0.126
H 0.19513 -10.39510 1.64663 0.109 -0.083 -0.065
H 0.32229 -9.16106 4.35122 -0.378 0.008 0.457
H -1.06254 -10.06100 3.62808 0.125 0.010 0.246
H -1.70708 -8.17781 2.28876 0.479 0.182 -0.597
H -0.11788 -7.32460 2.57094 -0.228 0.074 -0.064
H -3.53292 -8.11000 3.81169 -0.108 -0.089 0.278
H -3.19909 -7.30751 5.43646 -0.457 -0.638 0.054
H -2.37109 -8.89186 4.96843 -0.765 -0.055 0.399
H -3.08218 -5.95751 3.09797 0.239 -0.033 -0.375
H -1.35630 -5.55951 2.79353 -0.199 0.191 -0.051
H -3.13800 -4.94958 5.25355 0.188 -0.271 0.255
H -2.11525 -3.92294 4.29815 -0.029 0.427 0.332
H -1.29841 -5.18338 6.64389 0.145 0.054 0.192
H -0.08367 -4.63438 5.55961 -0.084 0.028 -0.707
H -0.89338 -7.41515 6.11007 -0.332 0.196 -0.004
H 0.31040 -6.81633 5.05725 -0.122 -0.444 -0.618
C 3.27823 2.03009 -2.07852 0.270 0.055 -0.665
C 4.69140 1.36505 -2.27325 -1.119 -0.778 -0.816
C 5.69667 2.21531 -3.05107 1.102 1.180 1.589
N 7.04592 1.62567 -3.41636 -0.586 -1.114 -0.488
C 7.81168 1.29332 -2.14038 -0.155 -0.776 0.478
C 7.82838 2.50261 -4.41282 -0.120 0.214 0.080
C 8.84681 1.53525 -5.05519 -0.136 0.394 0.618
C 8.01646 0.24746 -5.20131 0.413 -0.525 0.985
C 6.77282 0.40817 -4.29778 0.643 -0.192 -0.723
H 3.12534 2.85988 -2.76857 0.137 0.143 -0.098
H 2.98998 2.42811 -1.10560 0.677 -0.102 0.208
H 2.50068 1.31199 -2.33897 0.093 -0.281 0.086
H 4.50678 0.51855 -2.93466 -0.227 -0.304 0.036
H 4.98562 0.88407 -1.34041 0.598 0.458 0.010
H 6.04954 3.01464 -2.39942 -0.624 0.683 -0.232
H 5.27795 2.59933 -3.98129 -0.080 -0.058 0.161
H 7.54972 1.93244 -1.29716 -0.068 0.619 -0.541
H 8.89894 1.24452 -2.20033 -0.136 0.356 -0.736
H 7.51684 0.31165 -1.76957 -0.209 -0.164 -0.465
H 8.13671 3.43269 -3.93533 0.555 -0.337 0.281
H 7.08931 2.83773 -5.14053 -0.150 -0.286 -0.175
H 9.73676 1.43782 -4.43342 -0.160 -0.210 0.204
H 9.25404 1.86101 -6.01234 -0.397 0.313 0.034
H 8.48864 -0.63163 -4.76273 0.686 0.077 -0.648
H 7.82370 0.08261 -6.26139 -0.415 -0.242 0.265
H 6.56505 -0.47035 -3.68694 0.053 0.199 0.026
H 5.91986 0.58240 -4.95368 -0.287 0.479 0.505
C 4.86192 3.07078 5.88356 -0.682 0.400 -1.134
C 4.21134 3.84280 4.69560 -0.633 -0.554 0.321
C 2.72847 4.16260 5.09384 0.697 1.028 -0.837
N 2.00821 5.16193 4.16494 0.907 0.418 -1.875
C 1.57301 4.41672 2.85848 1.466 1.469 1.065
C 2.94954 6.38782 3.81898 1.764 -1.473 0.223
C 2.13101 7.46371 3.20679 1.591 -0.309 -0.193
C 0.85313 7.28566 3.93391 -2.550 0.265 -0.443
C 0.90311 5.97896 4.72579 -0.420 -0.141 0.620
H 5.30684 3.86216 6.48677 0.320 -0.794 0.459
H 5.53150 2.31461 5.47372 0.570 0.484 0.319
H 4.11686 2.47904 6.41537 -0.102 0.288 0.360
H 4.25477 3.21995 3.80213 -0.354 -0.098 -0.155
H 4.83597 4.70062 4.44645 -0.350 0.167 0.291
H 2.68856 4.63304 6.07628 0.060 -0.198 0.073
H 2.16293 3.23106 5.07155 -0.156 0.101 0.187
H 0.95027 3.56348 3.12732 0.032 0.180 -0.067
H 2.51854 4.14417 2.38968 -0.125 -0.461 0.070
H 1.15318 5.12817 2.14737 -0.468 0.003 0.272
H 3.73712 6.04293 3.14900 0.011 -0.101 0.190
H 3.38492 6.68000 4.77458 -0.011 -0.192 0.121
H 2.25557 7.28070 2.13951 -1.087 0.561 -0.294
H 2.59829 8.42294 3.42956 -0.005 -0.022 -0.174
H 0.00209 7.22641 3.25544 -0.009 0.138 -0.241
H 0.60311 8.13986 4.56314 0.193 -0.188 0.254
H -0.02125 5.40833 4.63613 -0.083 -0.013 0.395
H 1.15001 6.20483 5.76316 -0.158 -0.343 0.079
C -3.36906 7.47773 2.29595 0.799 0.861 1.119
O -3.36788 6.11962 1.85556 0.889 -0.965 0.768
C -2.08393 5.47047 2.13497 -1.007 1.464 -0.253
C -2.23171 3.99925 2.30378 -1.363 -0.173 -1.004
N -3.24761 3.61924 3.41181 2.544 -1.093 -0.460
H -2.63551 3.69643 4.21149 -0.061 -0.078 0.728
H -3.92582 4.34415 3.59790 -1.026 0.141 -0.687
C -3.70442 2.11680 3.38410 -0.117 1.323 1.627
C -5.03127 2.03011 2.68368 0.246 0.222 -0.318
O -4.78024 2.47981 1.37362 -0.970 -1.182 -0.259
C -4.34389 1.39326 0.51403 0.399 1.634 -0.575
H -2.76143 8.15382 1.69446 0.170 -0.279 -0.365
H -2.95483 7.50191 3.30389 0.207 0.111 0.151
H -4.32528 7.98160 2.43685 -0.517 -0.858 -0.573
H -1.55818 5.82372 3.02204 -0.463 0.761 0.297
H -1.42108 5.70373 1.30172 0.256 -0.308 -0.155
H -1.25233 3.61569 2.58979 -0.235 -0.403 -0.080
H -2.60142 3.59847 1.35997 0.018 -0.469 0.298
H -3.76849 1.86773 4.44332 -0.263 -0.106 0.084
H -2.86831 1.53217 3.00041 -0.183 0.244 -0.527
H -5.78548 2.65488 3.16213 0.177 0.450 0.002
H -5.48910 1.04389 2.76030 0.328 -0.373 -0.276
H -3.29771 1.20396 0.75440 0.169 -0.592 0.072
H -4.34191 1.86402 -0.46907 -0.103 -0.397 -0.165
H -4.95970 0.49518 0.46582 -0.176 0.160 0.309
C -1.61292 -1.25415 2.78843 0.387 1.691 1.043
O -0.53118 -1.56116 1.98711 0.227 -1.275 -1.454
C -0.77910 -2.75693 1.17842 0.171 1.120 0.614
C 0.11586 -2.72335 -0.03688 0.546 1.287 -1.006
N 0.13285 -1.26183 -0.68039 -1.948 -0.363 0.617
H 0.52814 -0.65208 0.02106 -0.325 0.327 0.800
H 0.80955 -1.09787 -1.41202 1.012 -1.116 -1.248
C -1.23270 -0.61960 -1.15867 0.900 -0.730 1.312
C -1.02552 0.90037 -1.35976 0.825 0.500 -0.896
O -0.11260 1.46281 -0.41257 -0.425 -1.055 0.319
C 0.21906 2.81862 -0.58898 0.249 0.539 0.454
H -1.22838 -0.35349 3.26701 -0.332 0.263 0.583
H -1.83898 -1.96145 3.58637 -0.047 -0.409 -0.173
H -2.52206 -0.92163 2.28745 -0.189 -0.474 -0.528
H -1.83552 -2.75006 0.91002 0.014 -0.315 -0.149
H -0.54505 -3.59731 1.83193 -0.139 -0.425 -0.474
H -0.15209 -3.49975 -0.75348 -0.472 0.300 -0.166
H 1.16803 -2.91461 0.17400 0.030 0.240 0.244
H -1.98592 -0.88064 -0.41528 0.147 0.410 0.288
H -1.58617 -1.22370 -1.99427 0.243 0.625 -0.436
H -1.92961 1.50806 -1.39770 -0.526 -0.542 0.298
H -0.55562 1.11698 -2.31913 -0.017 -0.462 -0.505
H 0.98942 2.98102 0.16486 -0.051 0.357 -0.001
H -0.60711 3.51294 -0.43580 -0.404 -0.102 0.351
H 0.62951 3.16436 -1.53771 0.181 -0.704 -0.451
C -2.94809 6.11598 -2.10454 -0.172 0.264 0.707
O -4.21615 5.54337 -2.30578 0.420 0.269 -2.967
C -4.86493 5.05273 -1.23234 -0.561 0.443 1.318
C -5.47468 6.25516 -0.48054 -0.848 0.288 1.163
N -6.33045 7.18384 -1.33781 -0.096 -0.939 0.786
H -5.75960 7.74327 -1.95527 0.060 -0.269 -0.737
H -6.97267 6.56469 -1.81141 -0.352 0.106 -1.077
C -7.21931 8.15398 -0.54097 2.672 -0.542 0.496
C -8.26288 8.81376 -1.36488 0.553 0.278 0.581
O -9.09004 7.85258 -1.84242 -0.705 -1.593 -0.242
C -10.40000 8.27420 -2.15928 -1.253 0.208 -0.333
H -2.92145 6.63762 -1.14784 0.081 0.192 0.229
H -2.78100 6.86877 -2.87493 0.170 -0.374 -0.129
H -2.17550 5.34864 -2.05579 0.214 -0.055 -0.317
H -4.19499 4.40292 -0.66929 0.205 0.397 1.059
H -5.64029 4.32781 -1.48016 -0.344 0.356 -0.715
H -4.80598 6.93338 0.04951 0.371 -0.397 -0.224
H -6.17534 5.88868 0.26971 0.029 -0.071 0.129
H -6.50422 8.89874 -0.19156 -0.081 0.208 0.144
H -7.46946 7.54141 0.32522 -0.988 0.366 -0.134
H -7.84856 9.36992 -2.20578 0.354 0.498 0.108
H -8.65048 9.50176 -0.61352 -0.836 0.410 -0.268
H -10.40531 9.21922 -2.70243 0.131 0.116 0.071
H -11.02228 8.35091 -1.26766 0.182 0.239 0.204
H -10.90975 7.54841 -2.79290 0.493 -0.185 -0.028
O 3.33225 5.61966 0.14292 3.472 -3.239 3.306
C 2.53709 6.45023 -0.38757 -1.155 7.770 -2.552
O 1.68273 5.90921 -1.09558 -3.350 -2.503 -1.964
O 2.70502 7.67048 -0.34271 0.418 0.209 1.104
H 2.74537 4.97158 -0.25352 0.439 -2.900 0.072
O -4.46242 -0.48759 -4.01932 2.155 0.602 -2.763
C -5.03902 -0.73018 -2.90064 -6.593 0.189 2.926
O -4.25541 -1.14723 -1.98515 1.377 -0.354 1.518
O -6.25072 -0.51565 -2.80937 0.073 -0.302 0.823
H -3.71474 -0.69662 -3.45462 3.585 -0.096 -1.676
O -2.72940 -7.74247 0.29411 -1.007 -3.184 2.682
C -2.27052 -6.80626 -0.46071 -0.120 2.796 -2.287
O -2.64952 -6.90254 -1.64025 0.617 0.530 -1.274
O -1.66055 -5.89443 0.10296 1.721 2.039 1.072
H -3.14189 -8.21151 -0.43490 -0.821 -1.393 0.121
O 4.20620 -2.48057 -3.27170 1.155 -0.059 -1.481
C 3.40435 -1.96691 -2.37590 -2.703 0.975 2.355
O 3.77253 -2.03657 -1.18946 1.193 -0.194 1.671
O 2.32369 -1.45468 -2.68520 -1.721 0.721 -1.726
H 4.93202 -2.51281 -2.64421 1.443 -1.065 -0.418